Record 1
# C48H61F4NO3Sb

C48H61F4NO3Sb as an isolated structure (ωB97M-V with the def2-TZVPD basis set, OMol25).

XYZ file:
```
118
Properties=species:S:1:pos:R:3:lowdin_charge:R:1
C 7.56778 3.95968 0.40925 -0.11
C 6.35623 4.46158 1.21982 -0.26
C 4.99456 3.99472 0.69100 -0.25
C 4.80520 4.18624 -0.81103 -0.31
C 3.35351 4.28185 -1.28619 -0.33
Sb 2.09500 2.44135 -1.05613 1.37
C 0.68172 3.45314 0.37738 -0.29
C -0.74378 3.26280 0.07912 -0.35
N -1.73514 3.17450 0.87511 0.08
C 3.52794 1.34071 -2.36894 -0.34
C 4.50936 0.52327 -1.55062 -0.30
C 5.13160 -0.68668 -2.29425 -0.16
C 5.44924 -1.80923 -1.34787 -0.24
C 6.62714 -1.80283 -0.60437 -0.05
C 6.89222 -2.80994 0.31064 -0.10
C 5.97953 -3.83565 0.50135 -0.11
C 4.80928 -3.86007 -0.23899 -0.10
C 4.54615 -2.85078 -1.15387 -0.04
C 1.05984 0.40485 -0.75919 -0.20
C -0.23810 0.10777 -1.34987 -0.55
O -0.48894 -0.18464 -2.49712 0.07
O -1.26249 0.12328 -0.40974 0.06
C -2.55567 -0.03139 -0.86340 -0.48
C -3.16527 1.17969 -1.47836 0.02
O -3.14116 -1.05877 -0.65991 0.11
C 0.88249 3.05116 -2.80494 -0.27
C 0.54189 4.56419 -2.86218 -0.48
C -0.98857 4.82231 -2.98059 -0.08
C 1.22276 5.20060 -4.07779 -0.11
H 8.23242 3.37748 1.04863 0.06
H 7.27037 3.30989 -0.40876 0.05
H 8.16101 4.78882 0.02861 0.06
H 6.45498 4.06216 2.23197 0.09
H 6.37501 5.54687 1.32914 0.09
H 4.20460 4.53816 1.21658 0.11
H 4.86487 2.94916 0.97055 0.08
H 5.33747 3.42753 -1.38883 0.08
H 5.30242 5.13397 -1.06838 0.11
H 2.88010 5.12989 -0.78419 0.04
H 3.37225 4.48888 -2.35772 0.03
H 3.04114 1.96438 0.35463 -0.02
H 0.93470 3.18452 1.40429 0.05
H 0.90844 4.51664 0.25429 0.05
H -0.98990 3.16297 -0.97592 0.06
H -1.40820 3.26780 1.83747 0.05
H 2.94267 0.67591 -3.00850 0.05
H 4.02085 2.07253 -3.01412 0.05
H 5.32253 1.13629 -1.15686 0.09
H 3.99372 0.12525 -0.66938 0.08
H 4.44905 -1.02954 -3.07070 0.11
H 6.05662 -0.36369 -2.77687 0.11
H 7.33361 -0.99453 -0.74751 0.11
H 7.81709 -2.79062 0.87172 0.09
H 6.18243 -4.61348 1.22489 0.09
H 4.08746 -4.65221 -0.11068 0.09
H 3.62797 -2.86069 -1.72845 0.11
H 1.00013 0.27587 0.32133 0.06
H 1.75904 -0.34023 -1.13690 0.06
H -4.19792 0.97215 -1.73861 0.09
H -3.06306 2.02814 -0.80653 0.05
H -2.62508 1.41261 -2.39886 0.09
H -0.03645 2.48057 -2.93046 0.04
H 1.50314 2.81060 -3.67056 0.05
H 0.85606 5.07077 -1.95014 0.08
H -1.56272 3.89973 -3.02039 0.05
H -1.21472 5.44853 -3.84259 0.06
H -1.35594 5.37092 -2.10981 0.07
H 0.68837 4.86411 -4.97068 0.08
H 2.25204 4.86613 -4.19361 0.06
H 1.16658 6.29025 -4.06809 0.07
F 2.42639 -5.50978 -1.57772 0.05
C 2.79734 -6.17373 -2.69139 -0.28
C 4.11544 -6.11090 -3.09757 -0.01
C 4.48377 -6.79962 -4.24418 -0.08
C 3.54379 -7.52617 -4.96250 -0.10
C 2.22510 -7.56732 -4.53122 -0.09
C 1.84128 -6.88888 -3.38374 -0.02
H 4.82773 -5.53016 -2.52705 0.11
H 5.51240 -6.76487 -4.57746 0.10
H 3.83809 -8.05712 -5.85790 0.10
H 1.48804 -8.12757 -5.09089 0.10
H 0.82085 -6.90761 -3.02622 0.12
F -6.42875 4.89795 1.50346 0.04
C -6.35684 3.56688 1.73910 -0.29
C -5.23971 2.87334 1.32203 -0.01
C -5.18062 1.51111 1.57578 -0.06
C -6.22334 0.86476 2.22728 -0.09
C -7.33732 1.58916 2.63061 -0.10
C -7.40998 2.95462 2.38991 -0.03
H -4.43217 3.38861 0.81762 0.09
H -4.31268 0.94616 1.26283 0.10
H -6.16210 -0.19640 2.41306 0.09
H -8.15519 1.09036 3.13289 0.09
H -8.26504 3.54128 2.69921 0.11
F -5.93905 -6.72458 2.69411 0.03
C -5.29928 -5.76552 1.97804 -0.30
C -3.97372 -5.95511 1.64778 -0.03
C -3.32731 -4.96899 0.91350 -0.08
C -3.99964 -3.81693 0.52604 -0.08
C -5.33349 -3.65767 0.87833 -0.07
C -5.99771 -4.63557 1.60742 -0.03
H -3.46455 -6.85592 1.96377 0.11
H -2.28776 -5.10063 0.64350 0.10
H -3.50043 -3.03872 -0.03844 0.07
H -5.86072 -2.75946 0.58391 0.10
H -7.03795 -4.52974 1.88605 0.11
F -7.36908 -1.14123 4.22086 0.05
C -7.39688 -1.31728 5.55653 -0.28
C -7.44140 -0.20266 6.36913 -0.01
C -7.47159 -0.38948 7.74337 -0.09
C -7.45082 -1.67013 8.27887 -0.10
C -7.40154 -2.77203 7.43596 -0.09
C -7.37658 -2.60209 6.05941 -0.01
H -7.44652 0.78458 5.92695 0.12
H -7.50932 0.47132 8.39744 0.10
H -7.47043 -1.80881 9.35143 0.10
H -7.37948 -3.77124 7.84980 0.10
H -7.34059 -3.44450 5.38205 0.12
```

Properties
- highest occupied orbital energy (eV) = -4.580
- M (g mol⁻¹) = 897.772
- frontier orbital gap (eV) = 6.804
- charge = -1



Record 2
# C8H23IrN2O9P2

C8H23IrN2O9P2 as an isolated structure at a distorted geometry (ωB97M-V with the def2-TZVPD basis set, OMol25).

XYZ file:
```
45
Properties=species:S:1:pos:R:3:lowdin_charge:R:1
Ir 0.32129 -0.02559 -0.92397 1.66
O 1.99723 -1.72090 -4.32146 -0.04
P 1.50232 -1.42232 -2.86367 0.20
O 1.07457 -2.60517 -2.05629 -0.23
O 0.52283 -0.19763 -2.88074 -0.37
O 2.82112 -0.69497 -2.34983 -0.22
P 2.70374 0.10907 -0.89705 0.24
O 4.20081 0.49950 -0.57434 -0.06
O 2.03267 -0.81298 0.14723 -0.35
O 1.93107 1.43282 -0.93996 -0.33
H 1.94637 -2.65593 -4.59472 0.13
H 4.89088 -0.19618 -0.64581 0.13
C -1.57506 -2.58154 -0.24914 -0.03
O -1.54992 -1.18948 -0.75174 -0.37
C -2.78352 -0.57367 -1.31716 -0.10
C -2.35590 0.57106 -2.15988 -0.14
O -1.35759 1.31593 -1.38205 -0.36
C -1.01744 2.60199 -1.96764 -0.02
H -1.49994 -3.28500 -1.12152 0.12
H -2.50042 -2.76035 0.32089 0.11
H -0.72098 -2.72591 0.39783 0.08
H -3.50007 -0.28524 -0.51972 0.15
H -3.24526 -1.32922 -1.92672 0.14
H -3.20682 1.21383 -2.38405 0.15
H -1.92149 0.19442 -3.08219 0.13
H -1.88211 3.24228 -2.06508 0.10
H -0.49149 2.39504 -2.94253 0.13
H -0.32095 3.08239 -1.28430 0.09
N 0.60919 0.48076 3.96159 0.07
C -0.54930 -0.35438 3.46525 -0.05
C -0.37370 -0.65891 1.96078 -0.15
N -0.16610 0.49067 1.02313 -0.20
C 0.49729 1.65079 1.72219 -0.13
C 1.36481 1.26191 2.90939 -0.08
H 1.32526 -0.11736 4.40644 0.20
H 0.25974 1.10027 4.69765 0.19
H -1.43948 0.22663 3.73909 0.15
H -0.55253 -1.28851 4.03194 0.15
H -1.21536 -1.28424 1.65350 0.11
H 0.54924 -1.23846 1.93905 0.12
H -1.11096 0.80652 0.81055 0.11
H -0.32947 2.32531 2.06140 0.15
H 1.11731 2.19699 0.99381 0.12
H 1.77611 2.17219 3.37574 0.16
H 2.22200 0.63358 2.58414 0.15
```

Properties
- highest occupied orbital energy (alpha / beta) (eV) = -13.671 / -16.306
- energy above the lowest of the compared OMol25 structures with the same formula, charge and spin (kcal per mole) = 12.5
- ⟨S²⟩ = 6.01
- M (g mol⁻¹) = 545.442
- frontier orbital gap (alpha / beta) (eV) = 7.746 / 7.971
- charge = +2
- multiplicity = 5



Record 3
# C8H21BNO2PS2

One molecule with the formula C8H21BNO2PS2 (ωB97M-V with the def2-TZVPD basis set, OMol25).

XYZ file:
```
36
Properties=species:S:1:pos:R:3:lowdin_charge:R:1
C 3.76614 -1.01577 2.42788 -0.08
C 3.67060 -0.14580 1.16832 -0.24
N 2.50428 -0.47528 0.31275 -0.23
C 2.86646 -1.10073 -0.96800 -0.28
C 1.68432 -1.81544 -1.59750 -0.08
C 1.54404 0.54421 0.29234 -1.12
S 0.54397 0.79669 1.55557 0.69
S 1.61454 1.60336 -1.10984 0.93
C -0.07154 2.23502 -1.30038 -0.50
C -1.16354 1.17367 -1.40817 -0.37
C -2.57002 1.73640 -1.16422 -0.41
P -3.54026 0.59970 0.02148 0.79
B -4.50356 -0.67027 1.24078 -0.74
O -4.77215 -0.32781 2.54811 0.10
O -4.94560 -1.88152 0.76237 0.10
H 4.76427 -1.43721 2.55189 0.07
H 3.06295 -1.84411 2.34726 0.07
H 3.50618 -0.45479 3.32422 0.07
H 3.60591 0.90621 1.44752 0.11
H 4.56761 -0.25691 0.55633 0.11
H 3.31694 -0.39503 -1.67455 0.09
H 3.63662 -1.83611 -0.72700 0.12
H 2.01510 -2.37174 -2.47625 0.08
H 1.23779 -2.51116 -0.88698 0.08
H 0.92258 -1.11053 -1.93173 0.05
H -0.27793 2.95584 -0.51027 0.07
H -0.00840 2.78749 -2.24114 0.08
H -0.95932 0.36877 -0.69433 0.03
H -1.10879 0.71466 -2.39763 0.11
H -2.51270 2.72868 -0.70559 0.07
H -3.12697 1.81813 -2.10230 0.07
H -3.06766 -0.53194 -0.77305 0.01
H -2.76465 1.12587 1.11649 0.01
H -4.77656 1.24753 -0.34114 0.01
H -4.31872 -0.86644 3.19884 0.10
H -4.34194 -2.29364 0.13791 0.08
```

Properties
- SMILES string = CCN(CC)C(=S)SCCC[PH3]B(O)O
- highest occupied orbital energy (eV) = -7.477
- M (g mol⁻¹) = 269.181
- frontier orbital gap (eV) = 7.467